{"formula": "C25H26FN5O3", "method": "the ωB97M-V functional and the def2-TZVPD basis", "smiles": "O=C(Cn1ncc2c3ccccc3n(Cc3ccccc3F)c2c1=O)NCCN1CCOCC1", "homo_energy_ev": -8.24, "de_lowest_ev": 1.594, "gap_ev": 8.48, "elements": ["O", "C", "C", "N", "N", "C", "C", "C", "C", "C", "C", "C", "C", "N", "C", "C", "C", "C", "C", "C", "C", "F", "C", "C", "O", "N", "C", "C", "N", "C", "C", "O", "C", "C", "H", "H", "H", "H", "H", "H", "H", "H", "H", "H", "H", "H", "H", "H", "H", "H", "H", "H", "H", "H", "H", "H", "H", "H", "H", "H"], "xyz": [[-2.501, -4.185, -0.514], [-2.288, -3.005, -0.687], [-1.471, -2.505, -1.893], [-0.655, -1.339, -1.632], [-1.333, -0.198, -1.465], [-0.703, 0.911, -1.238], [0.702, 0.952, -1.151], [1.683, 1.961, -0.910], [1.623, 3.329, -0.660], [2.805, 4.009, -0.461], [4.036, 3.350, -0.506], [4.123, 1.996, -0.751], [2.936, 1.301, -0.954], [2.736, -0.031, -1.215], [3.763, -1.040, -1.281], [4.575, -1.123, -0.015], [5.955, -1.277, -0.062], [6.708, -1.368, 1.095], [6.092, -1.299, 2.333], [4.719, -1.145, 2.410], [3.983, -1.065, 1.242], [2.644, -0.921, 1.346], [1.398, -0.248, -1.326], [0.723, -1.492, -1.599], [1.252, -2.577, -1.806], [-2.738, -2.023, 0.106], [-3.649, -2.236, 1.202], [-4.906, -1.387, 0.981], [-4.520, -0.016, 0.693], [-5.460, 0.708, -0.142], [-4.824, 2.042, -0.535], [-4.502, 2.814, 0.598], [-3.633, 2.107, 1.453], [-4.232, 0.767, 1.881], [-0.806, -3.310, -2.212], [-2.180, -2.273, -2.694], [-1.318, 1.790, -1.122], [0.673, 3.839, -0.623], [2.785, 5.070, -0.264], [4.940, 3.917, -0.343], [5.078, 1.495, -0.777], [3.257, -1.996, -1.464], [4.429, -0.830, -2.126], [6.442, -1.329, -1.025], [7.778, -1.489, 1.030], [6.676, -1.365, 3.238], [4.208, -1.092, 3.358], [-2.628, -1.056, -0.185], [-3.899, -3.298, 1.234], [-3.160, -1.961, 2.143], [-5.437, -1.777, 0.110], [-5.572, -1.464, 1.854], [-5.663, 0.126, -1.043], [-6.413, 0.899, 0.382], [-5.516, 2.643, -1.127], [-3.916, 1.838, -1.122], [-3.465, 2.751, 2.317], [-2.676, 1.920, 0.943], [-3.512, 0.235, 2.504], [-5.147, 0.949, 2.474]], "forces_ev_per_angstrom": [[-0.1, -0.4, -0.1], [0.4, 0.3, -0.2], [-0.2, -0.7, -0.1], [0.4, 0.1, 0.0], [-0.5, 0.7, -0.1], [-0.1, -0.3, -0.1], [0.5, -0.9, -0.1], [0.3, -0.2, 0.0], [0.1, 0.0, 0.0], [-0.2, 0.2, 0.0], [0.1, -0.1, 0.0], [0.2, 0.0, 0.0], [-0.4, 0.5, 0.0], [-0.2, -0.1, -0.2], [0.3, -0.5, 0.0], [-0.1, 0.0, 0.1], [-0.1, 0.0, 0.1], [0.1, 0.0, 0.0], [0.0, 0.0, -0.1], [-0.2, 0.0, -0.1], [0.2, 0.0, 0.0], [0.1, -0.1, 0.0], [-0.5, 0.8, 0.1], [0.0, -0.1, -0.1], [0.1, -0.1, 0.1], [-0.2, 0.4, 0.3], [-0.2, -0.1, 0.0], [0.3, -0.2, 0.1], [-0.2, 0.0, 0.0], [0.2, 0.3, -0.1], [-0.3, -0.2, -0.2], [-0.1, 0.1, 0.1], [0.1, -0.2, 0.3], [0.2, 0.3, -0.1], [-0.2, 0.2, 0.1], [0.1, 0.0, 0.0], [-0.1, 0.1, 0.0], [-0.1, 0.1, 0.0], [0.0, 0.1, 0.0], [0.1, 0.0, 0.0], [0.1, 0.0, 0.0], [0.1, 0.3, -0.1], [-0.1, 0.0, 0.1], [0.0, 0.0, -0.1], [0.1, 0.0, 0.0], [0.0, 0.0, 0.1], [-0.1, 0.0, 0.1], [0.0, -0.2, -0.1], [0.0, 0.1, 0.1], [-0.1, -0.1, 0.0], [0.0, 0.0, 0.0], [0.0, 0.0, -0.1], [0.0, 0.0, 0.0], [0.0, 0.0, -0.1], [0.1, -0.1, 0.0], [-0.1, 0.0, 0.0], [0.1, -0.1, 0.0], [0.0, 0.0, 0.1], [0.0, 0.0, 0.1], [0.1, 0.0, 0.0]]}